Computed, not measured: C44H33BrF4IrNO2P3 as an isolated structure at a distorted geometry, with ωB97M-V/def2-TZVPD.

## Properties
* <S²>: 6.0277
* charge: +3
* ΔE to the lowest compared entry with this formula, charge and spin: 24.94 kcal per mole
* multiplicity: 5
* energy: -163337.777 eV
* HOMO energy (spin up / spin down): -15.551 / -15.994 eV
* gap between HOMO and LUMO (spin up / spin down): 7.26 / 4.02 eV

Element x y z (Å)
Ir: -0.574 -1.531 -0.430
O: 0.436 0.360 -0.435
P: -0.129 1.761 -0.078
C: -1.756 1.755 -0.796
P: -2.931 0.548 0.011
O: -2.106 -0.547 0.720
C: -4.006 1.269 1.217
C: -4.758 2.368 0.793
C: -5.545 3.054 1.699
C: -5.575 2.634 3.012
C: -4.890 1.484 3.457
C: -4.094 0.827 2.543
C: -3.944 -0.066 -1.377
C: -3.832 0.335 -2.699
C: -4.698 -0.172 -3.643
C: -5.604 -1.140 -3.261
C: -5.721 -1.541 -1.948
C: -4.927 -0.955 -1.026
C: -0.332 1.955 1.658
C: -1.092 3.094 1.974
C: -1.367 3.462 3.271
C: -0.845 2.677 4.298
C: -0.211 1.462 4.039
C: 0.090 1.138 2.706
C: 1.029 2.949 -0.711
C: 1.368 3.035 -2.082
C: 2.401 3.821 -2.536
C: 3.124 4.577 -1.599
C: 2.858 4.463 -0.252
C: 1.793 3.708 0.212
H: -1.635 1.327 -1.765
H: -2.298 2.715 -0.974
H: -4.729 2.689 -0.258
H: -6.027 3.972 1.317
H: -6.123 3.328 3.673
H: -5.128 1.120 4.454
H: -3.504 -0.087 2.759
H: -3.141 1.094 -2.997
H: -4.614 0.113 -4.651
H: -6.213 -1.593 -4.029
H: -6.499 -2.178 -1.625
H: -5.030 -1.332 0.019
H: -1.497 3.709 1.187
H: -1.904 4.419 3.392
H: -1.054 2.919 5.349
H: -0.043 0.787 4.845
H: 0.601 0.160 2.497
H: 0.819 2.438 -2.783
H: 2.654 3.879 -3.557
H: 3.976 5.239 -1.899
H: 3.439 5.093 0.411
H: 1.683 3.637 1.284
F: 4.954 -7.375 0.247
C: 4.253 -6.297 0.273
C: 4.746 -4.998 0.521
F: 6.054 -4.944 0.743
C: 3.989 -3.800 0.475
F: 4.572 -2.721 0.755
C: 2.577 -3.879 0.082
P: 1.641 -2.274 -0.268
C: 2.549 -1.820 -1.853
C: 1.852 -1.891 -3.055
C: 2.429 -1.342 -4.177
C: 3.698 -0.723 -4.128
C: 4.388 -0.759 -2.968
C: 3.798 -1.292 -1.799
C: 2.412 -1.377 1.091
C: 2.911 -0.082 0.961
C: 3.367 0.551 2.115
C: 3.528 -0.168 3.322
C: 3.127 -1.470 3.406
C: 2.539 -2.086 2.312
C: 2.136 -5.107 -0.316
Br: 0.470 -5.350 -0.992
C: 2.911 -6.295 -0.230
F: 2.402 -7.383 -0.730
H: 0.893 -2.340 -3.105
H: 1.922 -1.352 -5.183
H: 4.018 -0.204 -5.049
H: 5.348 -0.428 -2.867
H: 4.303 -1.160 -0.869
H: 2.835 0.462 0.050
H: 3.712 1.603 2.121
H: 3.951 0.343 4.179
H: 3.350 -2.043 4.321
H: 2.017 -3.053 2.454
N: -2.520 -3.093 -2.469
C: -1.808 -2.503 -1.754
H: -3.215 -3.583 -3.004

Atom charges from the Mulliken analysis, given in e for atoms 1 to 4:
1. Ir 2.066
2. O 0.106
3. P 0.443
4. C -1.260